Formula: C94H207N11O14
Source: the Open Molecules 2025 dataset
Level of theory: wB97M-V/def2-TZVPD

Geometry as XYZ:
```
326
C94H207N11O14 wB97M-V/def2-TZVPD
C 13.68953 21.97809 10.82414
C 14.78386 21.11867 11.39830
C 16.04573 22.00923 11.48302
C 16.06300 23.04015 12.62736
C 15.72518 22.37267 13.95866
C 14.42315 21.55315 13.94271
N 14.51795 20.55381 12.82075
O 13.28334 19.79285 12.78497
C 14.28530 20.77379 15.31005
C 13.16566 22.45647 13.72184
C 15.06949 19.96123 10.47186
H 12.68649 21.60922 11.16685
H 13.85132 22.01486 9.77961
H 13.72424 22.98648 11.25878
H 16.86653 21.33340 11.73663
H 16.17066 22.59831 10.54266
H 15.44568 23.89824 12.38701
H 17.00703 23.56416 12.68167
H 15.66816 23.13839 14.81985
H 16.51358 21.66062 14.23458
H 13.35447 20.16122 15.39405
H 15.19527 20.17247 15.49603
H 14.11832 21.57696 16.08592
H 12.41310 21.94627 13.16445
H 12.72887 22.86376 14.61922
H 13.47123 23.28440 13.07418
H 14.27146 19.22645 10.32394
H 15.93507 19.46823 10.88425
H 15.31472 20.45970 9.51842
H 13.49586 18.85828 13.00049
C 17.79202 14.70612 11.09622
C 17.43225 15.06851 12.56898
C 18.66040 14.71181 13.46443
C 19.81929 15.62799 13.13471
C 19.53649 17.03534 13.46328
C 18.30822 17.54990 12.74605
N 17.21340 16.48956 12.91300
O 15.98622 16.92066 12.35352
C 17.75858 18.82405 13.42197
C 18.68854 17.90445 11.23945
C 16.10061 14.32937 12.91204
H 16.94796 14.73897 10.39400
H 18.15385 13.71147 10.92961
H 18.55397 15.38477 10.70648
H 18.27286 14.84808 14.47342
H 18.87853 13.64090 13.42289
H 20.04012 15.53020 12.02369
H 20.65805 15.16964 13.64381
H 20.29651 17.78763 13.21093
H 19.40350 17.05183 14.53836
H 17.59274 18.65494 14.49514
H 18.49060 19.65017 13.28586
H 16.77617 19.00129 12.99954
H 19.11208 18.90440 11.15697
H 19.42839 17.18067 10.98724
H 17.83959 17.66496 10.57150
H 15.65660 14.65942 13.92866
H 16.37866 13.28130 13.00533
H 15.31000 14.29830 12.16469
H 16.18512 17.12437 11.44910
C 12.16870 23.51658 22.05242
C 11.07807 23.93756 21.11058
C 11.13310 25.48040 20.82664
C 11.97736 25.99958 19.63575
C 11.80534 25.20774 18.37233
C 11.96428 23.72101 18.68876
N 10.95142 23.32484 19.76397
O 10.89129 21.91258 19.81104
C 11.43182 22.90130 17.55811
C 13.44187 23.40385 19.03784
C 9.76782 23.73530 21.82416
H 12.02734 24.05072 22.99356
H 13.19533 23.63305 21.75020
H 11.92109 22.44691 22.31525
H 10.12028 25.79218 20.48397
H 11.50696 25.97843 21.72063
H 13.03049 25.97979 19.93916
H 11.71818 27.07117 19.45178
H 12.63026 25.49470 17.66147
H 10.80892 25.29903 17.96338
H 10.40682 23.12032 17.40792
H 11.92373 23.08096 16.56633
H 11.58712 21.86046 17.82276
H 13.52906 22.33779 19.28360
H 14.13560 23.70894 18.21476
H 13.72093 23.89999 19.99633
H 9.63260 22.70608 22.17967
H 8.91793 23.92924 21.19884
H 9.59860 24.30074 22.74013
H 11.62385 21.65682 20.38000
C 14.06228 14.34624 20.26910
C 15.45769 13.67367 20.41159
C 15.32772 12.07958 20.31804
C 16.62328 11.26293 20.20548
C 17.31693 11.80434 18.95280
C 17.61216 13.31965 18.94942
N 16.35229 14.06049 19.31114
O 16.73180 15.40658 19.39585
C 18.73981 13.74592 19.90309
C 17.92840 13.71194 17.47988
C 15.96103 13.92256 21.80792
H 14.11797 15.33334 19.95798
H 13.52100 14.25416 21.24620
H 13.35606 13.83628 19.55223
H 14.80485 11.80527 21.25108
H 14.69808 11.80617 19.41392
H 16.35745 10.22496 20.12217
H 17.23250 11.40824 21.07602
H 16.66876 11.54224 18.13030
H 18.32559 11.34151 18.82240
H 18.84694 14.82023 19.94663
H 18.51339 13.32828 20.91366
H 19.74398 13.37728 19.56270
H 18.56385 12.98181 17.09312
H 17.00186 13.85600 16.90117
H 18.40820 14.66901 17.55211
H 15.90406 15.00429 21.96383
H 16.92024 13.48597 21.97807
H 15.16574 13.58244 22.47615
H 15.97508 15.81618 18.92072
C 24.57985 24.24644 23.06687
C 23.87258 22.93081 23.08680
C 22.72399 23.12598 22.10288
C 21.99924 21.79771 21.79732
C 22.99337 20.81352 21.20753
C 24.11641 20.47652 22.21507
N 24.74323 21.79476 22.62858
O 25.82324 21.62239 23.62380
C 23.59074 19.63801 23.37267
C 25.29263 19.68489 21.49181
C 23.27221 22.68544 24.47398
H 24.99151 24.50245 22.06816
H 25.40219 24.18358 23.73785
H 23.81780 24.93968 23.40144
H 21.96781 23.80428 22.58369
H 23.14674 23.67481 21.25740
H 21.21210 21.92265 21.09449
H 21.47143 21.44036 22.68502
H 23.44339 21.32197 20.34050
H 22.53832 19.88214 20.83707
H 23.41238 18.57087 23.03646
H 24.25623 19.70668 24.20527
H 22.68959 20.13630 23.71705
H 24.98128 18.65461 21.05894
H 25.76348 20.25536 20.73317
H 26.05343 19.51578 22.25307
H 22.48413 21.92392 24.50848
H 22.85714 23.65534 24.84358
H 24.10889 22.31512 25.01516
H 26.55624 21.86899 23.04981
C 23.97786 12.78015 19.85679
C 23.61231 13.91834 18.91569
C 24.90282 14.49113 18.21825
C 24.59093 15.48931 17.06959
C 23.84000 14.69421 15.99945
C 22.50129 14.16337 16.61377
N 22.77268 13.33688 17.85788
O 21.49428 12.94153 18.43493
C 21.47355 15.28544 16.70279
C 21.86974 13.20384 15.60877
C 23.01482 15.08451 19.68581
H 25.06013 12.61821 19.90590
H 23.51463 11.88367 19.46243
H 23.64080 12.97471 20.88917
H 25.56260 14.81909 19.05630
H 25.46084 13.70509 17.76791
H 25.47984 15.85612 16.59182
H 24.05038 16.39233 17.35660
H 24.39992 13.88210 15.56527
H 23.55766 15.43199 15.25431
H 21.02507 15.53799 15.75451
H 20.55803 14.98634 17.17699
H 21.82637 16.22912 17.18861
H 21.88023 13.76260 14.65494
H 22.50492 12.34861 15.55248
H 20.88498 12.85365 15.75203
H 22.95850 15.93765 19.01581
H 23.65138 15.21987 20.60786
H 22.06843 14.68274 20.01627
H 21.41882 12.01389 18.10647
C 21.42919 14.61696 25.28502
C 19.99290 15.11351 25.61584
C 20.08994 16.22961 26.62184
C 20.49006 17.54484 26.00826
C 19.62222 17.96748 24.79133
C 19.55179 16.86532 23.71422
N 19.17865 15.63128 24.50122
O 19.09517 14.54342 23.49670
C 18.53204 17.27982 22.66597
C 20.86618 16.67001 22.92242
C 19.13167 13.95132 26.09952
H 22.24550 15.35990 25.04416
H 21.35848 13.93822 24.44664
H 21.83362 13.94270 26.02743
H 19.06306 16.41776 27.11666
H 20.81932 15.94488 27.44596
H 21.47185 17.36287 25.56281
H 20.57116 18.32914 26.76501
H 19.97173 18.90739 24.39847
H 18.60259 18.17219 25.22243
H 17.46281 17.35042 22.92635
H 18.74452 18.25503 22.23094
H 18.56651 16.57867 21.82918
H 20.92345 15.66636 22.52249
H 20.85268 17.41775 22.10636
H 21.72583 16.79572 23.57416
H 19.50258 13.45817 26.98035
H 19.06834 13.12119 25.38872
H 18.10562 14.26022 26.23725
H 18.20905 14.64969 23.08424
C 15.16174 26.29783 15.41113
C 15.82088 27.35272 16.36418
C 14.67890 28.30734 16.80964
C 15.09516 29.29622 17.90691
C 15.52969 28.43622 19.13287
C 16.65181 27.35091 18.81954
N 16.18696 26.65249 17.59920
O 17.22396 25.64936 17.35148
C 17.98310 28.16263 18.71668
C 16.69770 26.38867 19.99779
C 16.89790 28.16633 15.70615
H 14.24842 25.84219 15.72322
H 15.94577 25.55363 15.29550
H 15.06745 26.76900 14.45962
H 14.28743 28.91369 15.96396
H 13.84711 27.61993 17.21535
H 14.28876 29.94217 18.14850
H 15.90861 29.97202 17.64181
H 14.67312 27.93054 19.55174
H 16.00084 29.14312 19.88854
H 17.77288 29.22468 18.58688
H 18.53245 28.14834 19.65089
H 18.67816 27.80093 17.96247
H 16.95028 26.84848 20.94451
H 15.67268 25.99781 20.09950
H 17.30496 25.44843 19.80291
H 17.23600 28.81134 16.48362
H 16.39673 28.81505 14.95894
H 17.73600 27.66527 15.29585
H 16.86490 24.90668 17.86016
C 18.95499 17.27264 18.75009
C 19.13133 18.75504 18.51724
C 19.47210 18.91973 16.99710
C 19.36876 20.35404 16.54295
C 18.00185 20.98065 16.76982
C 17.70679 20.85022 18.22922
N 17.84287 19.38924 18.61626
O 17.40375 19.27450 19.94648
C 18.50252 21.91557 19.06994
C 16.23153 21.24997 18.32317
C 20.31993 19.34738 19.41598
H 19.90458 16.64770 18.61527
H 18.19990 16.82669 18.15241
H 18.65535 17.13719 19.76908
H 20.45457 18.43973 16.77935
H 18.71250 18.38510 16.42778
H 19.62501 20.39037 15.48285
H 20.15856 20.92132 17.00725
H 17.28095 20.27410 16.24448
H 17.82707 22.00521 16.38614
H 17.89068 22.76584 19.00141
H 18.46585 21.57027 20.14569
H 19.50685 22.10980 18.74344
H 15.81623 21.38321 19.31382
H 16.05503 22.28504 17.93099
H 15.63932 20.48400 17.88427
H 20.88967 20.07370 18.84842
H 21.09192 18.57568 19.71788
H 19.96316 19.79256 20.32173
H 16.49403 18.86725 19.87335
C 15.05083 16.56818 16.38134
O 14.56531 16.36152 17.48431
N 16.35273 16.75104 16.16713
N 14.21718 16.70512 15.28087
H 16.66884 16.65976 15.17167
H 17.03789 16.39380 16.84586
H 13.30046 16.96663 15.57720
H 14.52295 17.04469 14.39938
C 24.35588 19.91634 17.74614
C 23.87612 21.19527 17.18103
C 24.39985 21.40541 15.80018
O 22.41831 21.12690 17.18622
H 24.12869 19.86563 18.84072
H 25.40813 19.73904 17.67059
H 23.84389 19.06322 17.25787
H 24.17100 22.01707 17.88272
H 24.34291 22.42718 15.47716
H 23.65216 20.94524 15.13763
H 25.42244 21.07546 15.58051
H 22.13648 21.99168 16.91382
C 22.42094 25.45411 19.32437
C 21.90842 24.31235 18.51073
C 20.47982 24.47975 18.00677
O 22.68161 24.15261 17.33043
H 22.00875 25.35864 20.31770
H 22.19431 26.40179 18.83851
H 23.49047 25.42470 19.47757
H 21.98835 23.35073 19.02546
H 20.18972 23.69466 17.33288
H 20.36633 25.55698 17.61498
H 19.77544 24.56192 18.88371
H 23.59572 24.15293 17.57099
C 20.44614 22.81218 14.06716
C 19.85777 24.12276 14.56350
C 19.64068 25.10093 13.38900
O 18.59545 23.77747 15.21366
H 20.61249 22.06814 14.86572
H 21.31559 23.06797 13.33312
H 19.75158 22.28431 13.40813
H 20.48260 24.65194 15.27054
H 19.08386 25.97269 13.73205
H 19.21166 24.72440 12.44254
H 20.67640 25.48321 13.13108
H 18.27454 24.66586 15.45726
C 12.78228 17.51842 21.00882
C 13.57938 18.73227 20.47905
C 14.04153 19.72317 21.59940
O 14.73060 18.21287 19.74683
H 12.50804 16.72698 20.27113
H 11.79698 17.69799 21.51240
H 13.43372 16.99762 21.69901
H 13.02625 19.32173 19.74152
H 13.16667 20.18830 22.06080
H 14.69243 20.48930 21.17182
H 14.65664 19.14420 22.32860
H 14.50255 17.55652 19.09878
```

Output
HOMO: -7.7 eV
Max |F|: 3.35 eV/A
Calculated total energy: -145879.3919 eV
Net charge: 0